[1]
A 4-piece molecular cluster, C19H49N3O7 overall. Source: the Open Molecules 2025 dataset; level of theory: ωB97M-V with the def2-TZVPD basis set.

Calculated values
LUMO energy (eV): 0.86
Energy (eV): -39294.6095
Largest force on an atom (eV Å⁻¹): 2.78
SMILES: COCCNCCOC.COCCNCCOC.COCCNCCOC.CO

Positions of all 78 atoms, in Å:
C 3.69366 37.76397 -38.61411
O 2.63186 38.25539 -39.37091
H 4.61449 38.34339 -38.68081
H 3.54385 37.70573 -37.53602
H 3.76460 36.76482 -39.04395
H 2.47602 39.15920 -39.08730
C 1.07941 38.23462 -35.72760
O 2.41247 38.52365 -35.17781
C 3.00632 37.61358 -34.30533
C 2.14223 37.21564 -33.05111
N 1.94027 38.34831 -32.17078
C 1.37652 37.90490 -30.89706
C 1.04531 39.13251 -30.06880
O 0.04210 39.90376 -30.73088
C -0.53935 40.96889 -29.93102
H 1.17024 37.32223 -36.31701
H 0.81420 39.06652 -36.38007
H 0.35013 38.20125 -34.91821
H 4.01534 37.86102 -33.97551
H 3.13550 36.73253 -34.93395
H 2.66745 36.42543 -32.51463
H 1.17934 36.76290 -33.28766
H 1.25611 38.99504 -32.53651
H 1.96321 37.21676 -30.28849
H 0.41271 37.42755 -31.07403
H 1.87846 39.80907 -29.87846
H 0.74702 38.79064 -29.07772
H -0.85501 40.64873 -28.93806
H -1.26587 41.48040 -30.56238
H 0.18991 41.76028 -29.75784
C 4.19580 33.05367 -39.27484
O 5.25826 33.48237 -38.51838
C 6.53613 33.08285 -39.03640
C 7.68623 33.52006 -38.09507
N 8.05835 34.92665 -38.16924
C 6.99376 35.91517 -37.88264
C 7.68826 37.31656 -37.66383
O 6.79657 38.43036 -37.44925
C 6.08361 38.37662 -36.20516
H 3.29416 33.49629 -38.85149
H 4.11520 31.96803 -39.22013
H 4.29069 33.37168 -40.31309
H 6.81730 33.51794 -39.99543
H 6.47483 31.99743 -39.11521
H 8.56972 32.95085 -38.38412
H 7.52320 33.16656 -37.07696
H 8.41540 35.10584 -39.09687
H 6.51520 35.65332 -36.93897
H 6.28090 35.94453 -38.70670
H 8.26457 37.65827 -38.52360
H 8.41817 37.15646 -36.87029
H 6.80113 38.71440 -35.45738
H 5.69911 37.39276 -35.93632
H 5.26427 39.09542 -36.19476
C 2.20965 44.03637 -36.63661
O 2.56202 42.69015 -36.36995
C 3.51750 42.19085 -37.30147
C 2.99547 41.93085 -38.74528
N 1.91139 40.87132 -38.75448
C 0.93855 41.15306 -39.78891
C -0.32779 40.24481 -39.68420
O -1.02362 40.55231 -38.49733
C -1.90062 39.46035 -38.15050
H 3.11492 44.64346 -36.64235
H 1.53264 44.45171 -35.89012
H 1.73157 44.14950 -37.60961
H 3.82985 41.27604 -36.79782
H 4.40680 42.82022 -37.33553
H 3.73133 41.67762 -39.50848
H 2.61197 42.84090 -39.20662
H 1.38019 40.99535 -37.90445
H 1.36783 41.03079 -40.78332
H 0.56793 42.17605 -39.85393
H -0.22420 39.17592 -39.87083
H -1.00061 40.64439 -40.44297
H -2.42186 39.78295 -37.24920
H -1.29442 38.60252 -37.85938
H -2.70182 39.34970 -38.88121

=====

[2]
A 3-piece molecular cluster, C19H51FN4O9P3 overall. Source: the Open Molecules 2025 dataset; level of theory: ωB97M-V with the def2-TZVPD basis set.

Calculated values
LUMO energy (eV): -2.49
Net charge: +1
Energy (eV): -75498.0771
Largest force on an atom (eV Å⁻¹): 7.73

Positions of all 87 atoms, in Å:
C -1.91596 -3.84037 2.50406
C -3.01246 -2.97437 1.84164
C -2.62562 -2.39044 0.46768
O -1.92701 -1.09682 0.61527
P -0.35553 -1.15049 0.43818
F 0.23064 -2.58579 0.31681
C 0.01293 -0.11669 -1.02307
C -0.77164 1.22942 -0.88891
N -0.28194 2.22427 -1.84914
C 0.57434 -0.35486 1.83119
C -0.31012 0.17684 2.98531
N 0.65455 0.45784 4.10214
N -0.90138 1.47688 2.64363
N -1.29858 -0.78067 3.48183
H -0.90547 -3.42340 2.41989
H -2.16111 -3.89945 3.57859
H -1.96959 -4.88089 2.15143
H -3.91327 -3.59522 1.71472
H -3.30580 -2.12920 2.47457
H -2.11309 -3.10827 -0.18624
H -3.57508 -2.14924 -0.03393
H -0.38211 -0.61218 -1.92336
H 1.09401 0.07581 -1.09854
H -0.60313 1.62440 0.13425
H -1.85583 1.07460 -0.96113
H 0.58481 2.61015 -1.47761
H -0.92917 3.00995 -1.79491
H 1.22016 0.42813 1.40607
H 1.26121 -1.10938 2.25316
H 0.13482 0.64986 4.95549
H 1.14768 -0.42033 4.26953
H -1.58274 1.70295 3.36890
H -0.15317 2.14886 2.81772
H -2.15222 -0.28415 3.71726
H -0.94761 -1.21431 4.32623
O -4.85715 2.02290 -3.66070
P -5.08752 2.95794 -4.81130
O -5.61382 1.94152 -5.98440
C -6.83648 1.23853 -5.79485
C -8.03904 2.15936 -5.89320
O -3.54329 3.17903 -5.31416
C -2.44072 2.81872 -4.49312
C -1.96392 1.41649 -4.81698
O -5.48856 4.31417 -5.70895
C -6.29842 5.32845 -5.09600
C -5.78078 5.74896 -3.73513
H -6.82808 0.71266 -4.83586
H -6.88905 0.48529 -6.58155
H -8.09256 2.81760 -5.01900
H -8.96549 1.58541 -5.93418
H -7.97316 2.79105 -6.77952
H -2.69200 2.92490 -3.43615
H -1.63823 3.53053 -4.69949
H -2.77868 0.69277 -4.76960
H -1.17663 1.10926 -4.12681
H -1.56855 1.37923 -5.83346
H -7.33123 4.97671 -5.02216
H -6.29512 6.18410 -5.77143
H -5.86736 4.92997 -3.01031
H -6.34981 6.59616 -3.35213
H -4.72722 6.02712 -3.79317
O 6.78861 -3.27967 4.25999
P 6.57601 -2.29569 3.15224
O 6.13189 -3.27613 1.90709
C 4.93592 -4.02884 2.01335
C 3.70423 -3.14654 1.90637
O 8.12002 -1.99389 2.72290
C 9.21521 -2.34924 3.57005
C 9.76077 -3.71451 3.20419
O 6.15113 -0.91144 2.29564
C 5.28290 0.03731 2.92436
C 5.73529 0.41487 4.32130
H 4.92525 -4.59888 2.94651
H 4.94126 -4.74534 1.19134
H 3.59294 -2.53175 2.80802
H 2.80105 -3.75211 1.80051
H 3.78256 -2.47052 1.05221
H 8.92717 -2.30206 4.62012
H 9.99072 -1.59577 3.42115
H 8.97825 -4.47336 3.19454
H 10.53746 -4.02034 3.90661
H 10.19009 -3.69185 2.20093
H 4.26067 -0.35944 2.94635
H 5.27349 0.92420 2.28902
H 5.65891 -0.43876 5.00512
H 5.11850 1.22028 4.72146
H 6.77704 0.73720 4.31358

=====

[3]
C19H51InN2O15P as an isolated structure. Source: the Open Molecules 2025 dataset; level of theory: ωB97M-V with the def2-TZVPD basis set.

Calculated values
LUMO energy (eV): 2.04
Net charge: -1
Energy (eV): -68682.4443
Largest force on an atom (eV Å⁻¹): 1.42

Positions of all 89 atoms, in Å:
N -5.62530 1.07655 -1.51248
P -4.84171 0.28962 -2.86928
O -3.98050 -0.94750 -2.11030
In -2.96910 1.85290 -3.68881
C -1.32931 1.48939 -2.21087
C -1.39618 2.09274 -0.96234
C -0.41593 1.78485 -0.02449
C 0.54168 0.86699 -0.39280
N 0.66122 0.28125 -1.58019
C -0.27746 0.62532 -2.48332
H -6.49050 0.60887 -1.27242
H -5.79564 2.05941 -1.67477
H -4.37501 -1.78842 -2.34609
H -3.47389 3.55624 -3.71531
H -2.50850 1.22112 -5.25970
H -2.20182 2.77622 -0.71635
H -0.42375 2.21218 0.97118
H 1.27528 0.58251 0.36503
H -0.22526 0.15150 -3.45849
C -0.53960 -1.97451 1.37908
C -0.81443 -3.44788 1.20078
O -2.07624 -3.78078 1.80341
O -0.53373 -1.63505 2.76555
H 0.43041 -1.70703 0.96319
H -1.31108 -1.38205 0.87291
H -0.06157 -4.04458 1.71628
H -0.82195 -3.71785 0.14190
H -2.76929 -3.37522 1.26721
H -1.24361 -2.14910 3.16744
C -5.35586 -1.90378 1.67890
C -6.76082 -1.41892 1.96489
O -7.41347 -1.02067 0.75675
O -4.57627 -0.91109 1.04505
H -4.84664 -2.17817 2.60551
H -5.40024 -2.79357 1.03104
H -6.73045 -0.53270 2.59756
H -7.34516 -2.19768 2.46721
H -7.58138 -1.81313 0.23641
H -5.14757 -0.44168 0.41678
C -4.20937 -4.21007 4.18707
C -3.38441 -5.29503 4.83786
O -2.81334 -6.12082 3.82474
O -5.20974 -4.77681 3.35100
H -4.70388 -3.58292 4.93068
H -3.55192 -3.58567 3.57473
H -4.01157 -5.94771 5.44532
H -2.60379 -4.86021 5.47082
H -2.16916 -5.59115 3.33921
H -4.80155 -5.54850 2.93769
C 5.39834 1.78971 -1.14500
C 4.17268 2.40807 -0.50987
O 3.16095 2.64613 -1.48099
O 5.90256 2.63703 -2.17460
H 6.18328 1.65385 -0.40465
H 5.15077 0.81348 -1.57463
H 4.42571 3.38560 -0.09368
H 3.78695 1.76603 0.28987
H 2.79528 1.78846 -1.73993
H 5.12376 2.99651 -2.61939
C 6.85327 -0.04027 1.69170
C 7.40870 -1.04386 2.67522
O 8.16257 -2.05521 1.99661
O 6.02996 -0.68051 0.72564
H 6.24065 0.70687 2.19268
H 7.68014 0.47024 1.17469
H 6.59555 -1.56478 3.17926
H 8.03335 -0.54800 3.42521
H 8.96833 -1.64689 1.66394
H 6.44569 -1.52534 0.51405
C -1.61018 1.38442 -8.33097
C -1.81468 2.74122 -8.96799
O -0.57035 3.26750 -9.44633
O -0.69912 1.45831 -7.25665
H -2.55097 1.00375 -7.93089
H -1.23265 0.67519 -9.08491
H -2.17770 3.44949 -8.22510
H -2.53708 2.68258 -9.78925
H -0.30068 2.73749 -10.20295
H -0.00704 2.08111 -7.51000
C 4.85401 2.72346 4.38945
C 4.82757 4.20778 4.68201
O 4.16824 4.90679 3.62765
O 5.48967 2.47160 3.14464
H 5.40259 2.18480 5.16301
H 3.82858 2.33370 4.34999
H 5.84296 4.60168 4.71199
H 4.34018 4.40839 5.64142
H 3.22917 4.69450 3.66207
H 5.20835 3.18176 2.55149

=====

[4]
A 8-piece molecular cluster, C19H52ClO11 overall. Source: the Open Molecules 2025 dataset; level of theory: ωB97M-V with the def2-TZVPD basis set.

Calculated values
LUMO energy (eV): 2.57
Net charge: -1
Energy (eV): -55585.4409
Largest force on an atom (eV Å⁻¹): 3.74

Positions of all 83 atoms, in Å:
Cl 17.52485 16.41269 5.87412
O 18.76602 16.06961 5.32676
O 16.48525 16.21617 4.87313
O 17.32491 15.55177 7.02677
O 17.54835 17.78101 6.23825
C 13.39945 16.67213 3.37692
C 14.27252 17.07127 2.20027
C 14.75817 15.90495 1.35583
O 13.41679 17.89917 1.39761
H 13.09519 17.58417 3.89044
H 13.72188 15.95278 4.12969
H 12.48913 16.18730 3.02427
H 15.12517 17.67234 2.51620
H 15.49230 15.34015 1.93042
H 15.28521 16.15571 0.43526
H 13.96560 15.21728 1.06081
H 13.87478 18.05057 0.56760
C 22.32849 16.38212 3.42372
C 23.13977 15.72520 4.54442
C 24.50204 15.18548 4.04061
O 23.45830 16.71258 5.47234
H 22.26559 15.67671 2.59514
H 22.74287 17.36448 3.19712
H 21.33723 16.48833 3.86443
H 22.59255 14.94931 5.07983
H 25.14991 14.88620 4.86450
H 25.02471 15.97399 3.49916
H 24.33960 14.41505 3.28685
H 22.67377 17.05991 5.90302
C 22.34486 17.96658 8.86114
C 21.50973 16.90307 8.18167
C 20.20089 16.69769 8.90508
O 21.16476 17.29172 6.86469
H 21.80477 18.91296 8.88924
H 23.34659 18.21175 8.50825
H 22.54650 17.59175 9.86460
H 22.16333 16.03205 8.13449
H 19.39762 17.41039 8.71825
H 20.39210 16.62603 9.97579
H 19.75177 15.74546 8.62286
H 20.33215 16.94160 6.53947
C 18.34848 22.90868 7.76769
C 18.58739 21.53149 7.23251
C 19.90006 20.84429 7.61075
O 17.49806 20.72739 7.66283
H 17.28046 23.12645 7.77155
H 18.87788 23.65211 7.17175
H 18.72835 22.96640 8.78773
H 18.50281 21.57721 6.14676
H 19.79510 19.84970 7.17729
H 20.01068 20.72102 8.68809
H 20.73636 21.47105 7.30112
H 17.58063 19.88304 7.21353
C 12.87854 11.10580 4.91366
C 13.75157 12.09185 5.70426
C 14.57297 13.03544 4.74579
O 12.88506 12.79986 6.60157
H 12.51356 10.30064 5.55131
H 13.38602 10.63105 4.07391
H 12.00322 11.55036 4.44007
H 14.43147 11.57582 6.38216
H 13.89210 13.45485 4.00511
H 15.44889 12.59931 4.26553
H 14.90204 13.86561 5.37079
H 12.19894 13.23794 6.09272
C 13.23294 16.26045 6.93016
C 12.71718 15.99279 8.33048
C 11.21579 15.93879 8.47312
O 13.33112 14.73403 8.70765
H 14.32224 16.29716 6.91702
H 12.73123 17.15046 6.55035
H 12.97848 15.43597 6.26412
H 13.10476 16.77206 8.98671
H 10.74083 15.20083 7.82665
H 10.68808 16.86351 8.23963
H 10.91746 15.61766 9.47110
H 12.85956 14.04281 8.23706
C 18.82494 19.24204 2.96849
O 19.28671 17.92212 2.93384
H 19.45742 19.86255 3.60335
H 18.81367 19.64263 1.95483
H 17.80996 19.29253 3.36265
H 19.14524 17.60116 3.82747

=====

[5]
A 6-piece molecular cluster, C19H52F6N5O5P overall. Source: the Open Molecules 2025 dataset; level of theory: ωB97M-V with the def2-TZVPD basis set.

Calculated values
LUMO energy (eV): -9.14
Net charge: +4
Energy (eV): -63795.9220
Largest force on an atom (eV Å⁻¹): 2.36

Positions of all 88 atoms, in Å:
C 2.99674 0.82735 3.88338
C 4.28842 1.23528 3.24371
O 5.13885 0.48086 2.97439
N 4.50821 2.70886 2.98400
H 3.62476 3.19692 2.82273
H 4.81220 3.07127 3.89884
C 5.43671 2.99422 1.82004
H 3.04584 0.62048 4.95364
H 2.75580 -0.14517 3.45136
H 2.14976 1.48347 3.68331
H 5.00316 2.58549 0.91558
H 6.41404 2.59897 2.08190
H 5.56070 4.07616 1.81211
C -0.46346 4.83067 -0.09817
C 0.61625 5.81110 -0.49383
O 0.46490 6.97686 -0.54229
N 2.03324 5.29714 -0.73195
H 2.56906 6.04924 -0.29152
H 2.14193 4.41707 -0.21158
C 2.33388 5.07794 -2.20420
H -0.44824 3.97793 -0.78680
H -1.43812 5.27322 -0.27943
H -0.26069 4.47619 0.91043
H 2.63015 6.03612 -2.61902
H 1.61033 4.43528 -2.68901
H 3.26964 4.51273 -2.20629
C 3.74429 -6.74440 0.04734
C 3.98925 -5.34675 -0.36273
O 4.84892 -4.96103 -1.05808
N 2.93381 -4.35613 0.09592
H 2.05791 -4.73688 -0.27100
H 2.89719 -4.29075 1.11182
C 3.06272 -2.97652 -0.57571
H 4.69909 -7.20825 0.31158
H 3.36337 -7.36180 -0.76786
H 3.16257 -6.82261 0.96793
H 4.13033 -2.78254 -0.63858
H 2.61175 -2.28587 0.13019
H 2.63832 -2.88778 -1.56893
C -0.28599 0.18289 -3.82582
N -1.65178 -0.41955 -3.64874
C -2.67953 0.68812 -3.87404
C -1.86389 -1.49294 -4.70311
C -1.84229 -0.94767 -2.24144
C -3.32892 -1.20078 -1.91881
O -4.09269 -1.59181 -3.04600
H 0.46231 -0.55089 -3.54896
H -0.19766 1.11020 -3.26879
H -0.19862 0.50165 -4.86375
H -3.67503 0.25625 -3.89388
H -2.39589 1.11054 -4.83354
H -2.56896 1.37913 -3.04246
H -1.86119 -0.94574 -5.64015
H -2.81763 -1.98078 -4.53812
H -1.07244 -2.21799 -4.52927
H -1.36701 -0.23177 -1.57238
H -1.30559 -1.89619 -2.18052
H -3.74130 -0.35057 -1.37126
H -3.37191 -2.03940 -1.21469
H -4.43319 -2.47343 -2.87000
C -5.26585 -1.84392 1.79365
N -4.15989 -1.67761 2.81836
C -4.75046 -2.27374 4.08949
C -2.98276 -2.47152 2.33672
C -3.92322 -0.17708 3.06386
C -3.44027 0.59809 1.83338
O -4.42056 0.60391 0.82384
H -5.98274 -1.05351 1.97945
H -5.65559 -2.86084 1.80374
H -4.86813 -1.75150 0.78502
H -5.76124 -1.87313 4.10700
H -4.25421 -2.01748 5.02165
H -4.76296 -3.34294 3.89563
H -2.46242 -1.93892 1.54688
H -3.39999 -3.43992 2.07837
H -2.27603 -2.57545 3.16089
H -3.19605 -0.25731 3.87193
H -4.86964 0.19233 3.45271
H -2.52066 0.14398 1.44906
H -3.16215 1.61720 2.10366
H -4.53152 1.47262 0.42441
P 2.26227 1.11826 -0.79118
F 1.49327 0.81846 0.62063
F 2.71678 2.57052 -0.16967
F 3.55494 0.36823 -0.16690
F 3.11299 1.46939 -2.12140
F 1.86207 -0.32082 -1.46462
F 0.99965 1.86909 -1.42405

=====

What did we get for HOMO level? Answer: -8.719; -11.707; -3.476; -7.088; -19.928 eV, in the order shown.